(1)
Density functional theory data (wB97M-V/def2-TZVPD) for the molecule C2H3N3O.

```
9
Properties=species:S:1:pos:R:3:forces:R:3
C -1.663 -0.167 0.265 -0.1 0.1 0.1
N -0.334 -0.555 -0.124 0.8 0.3 -0.5
C 0.654 -0.053 -0.564 -0.3 -0.3 0.3
N 1.697 0.388 -1.109 -0.2 -0.1 -0.1
N 2.858 0.552 -0.310 -0.1 -0.3 0.7
O 2.796 0.066 0.782 0.1 0.3 -0.6
H -1.659 0.822 0.727 -0.1 -0.1 0.0
H -2.287 -0.150 -0.630 0.0 0.0 0.1
H -2.062 -0.902 0.963 0.0 0.1 -0.1
```
Forces are in eV/Å.

Computed properties:
F_max in hartree/bohr: 0.018
Frontier orbital gap in eV: 9.6
SMILES: CN=C=NN=O
E_LUMO in eV: -0.25
Net charge: 0
Energy above the lowest of the compared OMol25 structures with the same formula, charge and spin in eV: 3.8568
Total energy in Eh: -317.39058


(2)
Density functional theory data (wB97M-V/def2-TZVPD) for the molecule C6H12O.

```
19
Properties=species:S:1:pos:R:3:forces:R:3
C 2.388 0.126 0.720 0.0 0.0 0.1
C 1.514 -0.484 -0.383 -0.1 -0.1 0.0
C 0.259 0.341 -0.557 0.1 0.1 0.1
C -0.908 0.099 -1.473 -0.1 0.0 -0.2
C -1.156 0.265 -0.002 0.0 -0.2 -0.1
C -2.036 -0.781 0.661 0.1 -0.1 0.0
O -1.567 1.542 0.445 0.0 0.2 0.1
H 3.313 -0.438 0.875 -0.1 0.0 0.0
H 1.848 0.165 1.673 0.1 0.0 -0.1
H 2.669 1.155 0.461 -0.1 -0.2 0.0
H 1.295 -1.536 -0.172 0.0 0.1 0.0
H 2.075 -0.458 -1.328 -0.1 -0.1 0.1
H 0.517 1.401 -0.575 0.0 -0.1 0.1
H -1.035 -0.926 -1.823 -0.1 0.2 0.0
H -1.229 0.865 -2.172 0.1 0.0 0.1
H -3.052 -0.487 0.365 0.2 -0.2 0.1
H -2.009 -0.749 1.755 0.2 0.0 -0.1
H -1.885 -1.808 0.318 0.2 0.2 0.0
H -1.002 1.709 1.213 -0.3 0.2 -0.2
```
Forces are in eV/Å.

Computed properties:
F_max in hartree/bohr: 0.008
Frontier orbital gap in eV: 10.6
SMILES: CC[C@H]1C[C@]1(C)O
E_LUMO in eV: 0.97
Net charge: 0
Energy above the lowest of the compared OMol25 structures with the same formula, charge and spin in eV: 1.4771
Total energy in Eh: -311.00499


(3)
Density functional theory data (wB97M-V/def2-TZVPD) for a cluster of 2 separate species, C6H9O4 in total in a non-equilibrium geometry.

```
19
Properties=species:S:1:pos:R:3:forces:R:3
C -2.380 -1.646 -0.932 3.4 1.0 -1.5
C -1.934 -0.371 -0.817 -0.2 -0.4 1.4
C -2.487 0.721 0.202 -2.2 0.4 -3.3
C 2.225 1.029 -0.741 -0.5 -2.2 1.1
C 1.941 0.574 0.724 1.8 2.3 0.4
C 1.252 -0.742 0.836 1.0 -2.8 1.7
O -1.724 0.943 1.136 3.0 -0.2 2.6
O -3.517 1.392 -0.019 0.5 -1.2 -0.3
O 1.799 -1.822 0.574 0.0 1.4 -0.7
O 0.151 -0.772 1.528 -1.8 2.0 -0.5
H -1.721 -2.413 -1.421 -0.5 1.0 0.2
H -3.234 -2.124 -0.586 -1.8 0.0 1.0
H 2.688 1.978 -0.769 0.0 1.2 -0.2
H 1.269 0.912 -1.235 -0.2 0.8 -0.5
H 2.875 0.319 -1.248 0.2 -0.1 0.2
H 2.944 0.616 1.338 -1.8 -0.6 -1.1
H 1.311 1.341 1.231 0.3 -0.5 -0.5
H -0.898 -0.055 -1.161 -1.4 -0.8 0.1
H -0.559 0.121 1.361 0.3 -1.3 0.2
```
Forces are in eV/Å.

Computed properties:
F_max in hartree/bohr: 0.078
Frontier orbital gap in eV: 8.7
E_LUMO in eV: 3.61
Net charge: -1
Energy above the lowest of the compared OMol25 structures with the same formula, charge and spin in eV: 0.1685
Total energy in Eh: -535.03183


(4)
Density functional theory data (wB97M-V/def2-TZVPD) for a structure of composition ClCu2.

```
3
Properties=species:S:1:pos:R:3:forces:R:3
Cu -0.344 2.041 1.032 -0.1 -0.2 -0.1
Cu -0.027 -2.019 -1.113 -0.1 0.1 0.0
Cl 0.371 -0.022 0.081 0.2 0.0 0.1
```
Forces are in eV/Å.

Computed properties:
F_max in hartree/bohr: 0.004
Frontier orbital gap (spin up / spin down) in eV: 10.9 / 6.6
E_LUMO (spin up / spin down) in eV: -17.58 / -21.47
Net charge: +3
Energy above the lowest of the compared OMol25 structures with the same formula, charge and spin in eV: 0.9439
Spin multiplicity: 3
Total energy in Eh: -3739.52277


(5)
Density functional theory data (wB97M-V/def2-TZVPD) for the molecule C3H8S2 in a non-equilibrium geometry.

```
13
Properties=species:S:1:pos:R:3:forces:R:3
C -0.758 1.730 -0.444 1.0 -1.3 1.4
S 0.763 1.880 0.669 -0.7 0.4 -0.3
C 1.288 0.124 0.740 0.6 0.3 -0.4
S -0.018 -0.949 1.481 0.9 0.0 -1.1
C -0.415 -1.737 -0.090 1.0 -0.8 -0.8
H -0.442 1.383 -1.403 0.2 -0.2 -0.7
H -1.398 0.980 0.022 0.0 -0.1 0.0
H -1.366 2.598 -0.563 0.2 1.0 0.3
H 2.288 -0.003 1.288 -1.6 0.6 -0.7
H 1.479 -0.111 -0.342 -0.3 -0.4 1.2
H 0.431 -2.285 -0.561 0.1 0.7 0.6
H -1.076 -2.558 0.060 -1.1 -0.3 0.3
H -0.775 -1.051 -0.857 -0.3 0.0 0.3
```
Forces are in eV/Å.

Computed properties:
F_max in hartree/bohr: 0.041
Frontier orbital gap in eV: 9.3
SMILES: CSCSC
E_LUMO in eV: 0.86
Net charge: 0
Energy above the lowest of the compared OMol25 structures with the same formula, charge and spin in eV: 0.9111
Total energy in Eh: -915.44349


(6)
Density functional theory data (wB97M-V/def2-TZVPD) for a cluster of 5 separate species, C36H69F14N4O18P4S in total in a non-equilibrium geometry.

```
146
Properties=species:S:1:pos:R:3:forces:R:3
C -0.056 -8.313 -0.995 -0.1 0.1 0.1
C 0.024 -6.809 -0.744 0.6 -0.6 -0.4
O 1.409 -6.440 -0.735 -0.2 0.2 0.2
C -0.740 -6.018 -1.830 -0.4 -0.6 0.5
N -1.924 -5.341 -1.294 0.1 0.3 -0.3
C -1.821 -3.884 -1.229 0.2 -0.1 0.3
C -2.441 -3.376 0.077 -0.2 -0.6 -0.3
O -1.399 -3.102 1.044 -1.4 0.5 -0.1
C -1.241 -1.815 1.464 3.1 0.2 0.7
C -1.164 -0.714 0.402 -0.5 0.0 -0.8
N -0.079 -0.976 -0.544 -0.2 0.4 0.2
C 0.080 -1.849 2.264 -0.6 -0.6 -0.1
C -0.031 -0.731 3.293 0.4 0.3 -0.1
C 1.097 -0.561 4.330 -0.1 -0.3 0.0
C 2.441 -1.058 3.769 -0.7 -0.1 0.2
C 3.665 -0.508 4.490 0.2 -1.2 0.1
F 4.500 -1.576 4.697 0.2 0.2 -0.2
F 3.396 -0.054 5.730 -0.2 0.5 -0.3
C 4.559 0.477 3.683 0.4 -0.4 0.1
F 4.991 -0.165 2.591 -0.6 0.0 -0.2
F 5.638 0.759 4.404 -0.3 0.2 0.1
S 3.760 2.109 3.107 1.8 1.7 -0.1
F 2.664 2.099 4.244 -0.2 -0.5 -0.2
F 4.728 2.930 4.064 -0.4 -0.3 0.3
F 4.880 2.241 1.981 -0.2 -0.4 -0.1
F 2.805 1.372 2.067 -0.2 -0.3 0.3
F 3.180 3.496 2.615 -0.4 -0.2 -0.1
C -1.514 -0.740 3.785 0.5 0.9 -0.8
C -2.096 0.698 3.822 0.0 -0.2 0.7
C -1.419 1.623 4.820 -0.2 0.0 -0.5
N -0.487 2.414 4.506 0.0 0.0 0.3
C -1.843 -1.563 5.053 -0.7 -0.5 -0.6
F -3.205 -1.414 5.224 0.1 0.1 0.1
F -1.258 -1.006 6.128 0.2 0.0 -0.1
C -1.572 -3.044 4.917 0.0 0.0 0.3
C -2.609 -3.905 4.587 -0.4 0.3 -0.3
C -2.390 -5.256 4.408 -0.2 -0.2 -0.2
C -1.123 -5.778 4.556 0.2 -0.2 0.0
C -0.097 -4.928 4.923 0.2 -0.4 0.3
C 1.306 -5.456 5.090 0.2 0.2 -0.9
F 1.993 -5.207 3.939 0.0 0.0 0.2
F 1.976 -4.833 6.067 -0.2 -0.3 0.1
F 1.339 -6.778 5.272 0.0 0.2 0.3
C -0.315 -3.582 5.105 0.4 0.4 0.2
N -2.212 -1.362 2.589 -1.4 -0.9 -1.2
H 0.562 -8.861 -0.285 0.1 0.1 0.0
H 0.304 -8.517 -2.007 -0.1 -0.2 0.0
H -1.079 -8.683 -0.899 0.0 0.0 -0.1
H -0.373 -6.608 0.251 0.1 0.4 0.0
H 1.789 -6.778 -1.552 0.1 0.0 0.0
H -1.072 -6.740 -2.579 0.1 0.1 -0.2
H -0.028 -5.335 -2.296 -0.1 0.1 -0.1
H -2.747 -5.603 -1.816 0.0 0.0 -0.1
H -2.230 -3.377 -2.109 -0.2 0.0 0.0
H -0.763 -3.628 -1.186 0.0 0.1 0.0
H -3.136 -2.543 -0.061 0.3 0.3 0.1
H -3.023 -4.203 0.483 0.0 0.0 0.1
H -1.053 0.277 0.857 -0.2 -0.1 0.4
H -2.092 -0.677 -0.176 -0.1 0.0 0.1
H 0.771 -0.546 -0.193 0.1 -0.2 0.0
H -0.282 -0.450 -1.387 0.0 -0.2 -0.2
H 0.111 -2.872 2.641 0.1 0.2 0.5
H 0.921 -1.797 1.578 0.0 0.3 0.0
H 0.047 0.184 2.694 -0.1 0.0 0.0
H 1.122 0.480 4.630 0.1 0.0 0.0
H 0.917 -1.124 5.241 -0.1 0.1 0.1
H 2.520 -0.938 2.692 0.2 0.3 0.0
H 2.453 -2.139 3.920 0.3 0.0 0.0
H -3.167 0.630 4.028 0.0 0.1 0.1
H -1.977 1.140 2.830 0.1 -0.1 0.0
H -1.801 1.610 5.838 0.1 0.0 0.1
H -0.246 2.332 3.516 0.0 0.1 0.0
H -3.610 -3.519 4.443 -0.1 0.0 0.2
H -3.231 -5.882 4.145 0.1 -0.1 0.0
H -0.901 -6.823 4.398 -0.2 -0.1 0.0
H 0.528 -2.974 5.396 0.0 0.1 0.1
H -2.861 -0.723 2.125 0.0 0.4 0.5
H -2.807 -2.178 2.777 0.3 -0.1 0.5
C 7.416 5.933 1.215 0.1 0.2 0.2
O 6.863 6.401 -0.035 -1.8 -0.6 0.8
P 6.424 5.330 -1.137 3.1 0.2 -3.6
O 7.444 4.262 -1.173 -0.4 -0.3 0.8
O 6.469 6.345 -2.366 -0.3 0.0 0.0
C 7.639 7.125 -2.596 0.1 0.1 0.0
O 5.032 4.716 -1.642 -0.6 0.6 1.9
C 4.552 3.567 -0.930 -0.1 -0.2 -0.1
H 7.407 6.773 1.905 -0.1 0.0 -0.1
H 6.828 5.120 1.634 0.0 -0.1 0.0
H 8.441 5.607 1.056 0.0 -0.1 -0.1
H 8.544 6.565 -2.358 0.0 0.0 0.0
H 7.602 8.043 -2.011 0.0 0.0 0.1
H 7.651 7.382 -3.653 -0.1 -0.1 0.0
H 4.596 3.720 0.146 -0.1 0.0 0.0
H 5.133 2.685 -1.197 0.1 0.1 0.0
H 3.517 3.407 -1.227 0.0 0.1 0.0
C -5.710 -0.762 -7.273 -0.2 0.2 -0.1
O -5.098 -1.196 -6.040 2.0 1.0 -0.5
P -4.197 -2.527 -6.054 -3.1 -4.1 1.6
O -4.947 -3.469 -6.915 0.3 0.5 -0.5
O -4.323 -2.784 -4.474 0.4 0.2 0.2
C -5.602 -2.725 -3.852 -0.1 0.1 0.1
O -2.691 -3.083 -6.046 0.5 2.4 -0.5
C -2.038 -3.240 -7.322 0.1 -0.2 -0.1
H -6.054 0.258 -7.122 0.1 0.0 0.1
H -5.003 -0.783 -8.098 0.0 0.0 0.0
H -6.565 -1.394 -7.497 0.1 -0.1 0.0
H -6.382 -3.120 -4.502 0.0 0.0 0.0
H -5.839 -1.700 -3.567 0.0 0.0 -0.1
H -5.551 -3.336 -2.951 0.1 -0.1 0.0
H -2.143 -2.350 -7.941 0.0 0.0 0.0
H -2.453 -4.101 -7.840 -0.1 0.0 0.0
H -0.983 -3.408 -7.123 0.0 0.0 0.1
C -12.534 0.463 -10.369 -0.3 0.0 -0.1
O -11.781 0.422 -9.150 -0.4 2.6 1.6
P -10.224 0.919 -9.165 2.9 -6.0 -3.5
O -9.867 0.294 -10.484 -0.2 0.7 -0.2
O -9.759 0.065 -7.904 -0.1 0.9 0.6
C -10.250 -1.263 -7.724 -0.1 -0.2 0.1
O -8.981 1.955 -9.061 -2.1 1.7 1.6
C -8.844 2.925 -10.112 0.2 0.1 -0.2
H -13.581 0.345 -10.098 0.0 0.1 0.1
H -12.402 1.406 -10.894 0.0 0.0 -0.1
H -12.228 -0.360 -11.008 0.2 0.1 0.0
H -10.360 -1.776 -8.678 0.0 0.1 -0.1
H -11.200 -1.248 -7.193 0.0 0.0 -0.1
H -9.517 -1.793 -7.119 0.1 0.1 0.0
H -9.784 3.434 -10.319 0.0 0.0 0.0
H -8.482 2.435 -11.013 -0.1 -0.1 0.0
H -8.114 3.658 -9.776 0.0 0.0 0.1
C 8.822 7.141 7.712 0.1 0.1 0.2
O 8.408 7.811 6.507 -1.8 -0.7 0.4
P 8.209 6.946 5.176 3.6 0.9 -3.0
O 9.307 5.960 5.110 -0.5 -0.4 0.7
O 8.352 8.180 4.173 -0.3 0.0 -0.1
C 9.477 9.049 4.274 0.1 0.2 0.0
O 6.967 6.373 4.352 -1.1 0.2 1.9
C 6.446 5.086 4.729 0.1 0.0 -0.1
H 8.656 7.833 8.534 -0.1 0.0 -0.1
H 8.250 6.232 7.884 0.0 0.0 0.0
H 9.882 6.905 7.649 0.0 -0.1 -0.1
H 10.380 8.502 4.546 0.0 0.0 0.0
H 9.283 9.836 5.002 0.0 0.0 0.1
H 9.622 9.503 3.297 0.0 -0.1 0.0
H 6.280 5.019 5.804 0.0 0.0 0.0
H 7.128 4.299 4.410 0.1 0.1 0.1
H 5.499 4.972 4.218 0.0 0.2 0.0
```
Forces are in eV/Å.

Computed properties:
F_max in hartree/bohr: 0.146
Frontier orbital gap in eV: 7.8
E_LUMO in eV: -2.80
Net charge: +1
Energy above the lowest of the compared OMol25 structures with the same formula, charge and spin in eV: 0.0000
Total energy in Eh: -6148.06746